[1]
# CsH2O

A structure of composition CsH2O (ωB97M-V with the def2-TZVPD basis set, OMol25).

The geometry in XYZ format:
```
4
Properties=species:S:1:pos:R:3:nbo_charge:R:1
Cs 13.214 8.708 14.640 0.998
O 13.352 9.649 11.808 -0.978
H 13.228 10.171 11.003 0.509
H 12.935 8.799 11.627 0.471
```

## Properties
* net charge: +1
* gap between HOMO and LUMO: 12.348 eV

[2]
# C24H44Cl3N4O3PrSSi

A structure of composition C24H44Cl3N4O3PrSSi at a distorted geometry (ωB97M-V with the def2-TZVPD basis set, OMol25).

The geometry in XYZ format:
```
81
Properties=species:S:1:pos:R:3:mulliken_spin:R:1
C 1.502 -0.972 -3.655 -0.001
C 1.053 0.461 -3.561 -0.001
H 1.278 -1.416 -4.630 0.000
H 0.987 -1.556 -2.882 0.000
H 2.584 -1.073 -3.479 0.000
C 0.512 1.189 -4.553 0.000
C 0.265 0.724 -5.948 0.000
H 0.190 2.219 -4.352 0.000
H 0.443 -0.342 -6.084 0.000
H 0.912 1.258 -6.650 0.000
H -0.761 0.941 -6.263 0.000
Pr -0.051 -0.758 0.620 2.011
Cl 2.399 -0.093 1.384 -0.004
Cl -0.190 -3.163 -0.517 -0.001
C 0.299 2.569 1.419 0.000
O -0.563 1.650 1.384 0.001
N 0.052 3.853 1.683 0.000
C -1.290 4.313 2.036 0.000
C 1.076 4.888 1.517 0.000
H 1.366 2.348 1.253 -0.001
H -1.963 3.456 2.124 0.000
H -1.666 5.003 1.272 0.000
H -1.258 4.858 2.984 0.000
H 1.990 4.425 1.125 0.000
H 1.297 5.376 2.477 0.000
H 0.732 5.656 0.810 0.000
H -1.446 -1.069 -2.976 0.000
H -2.401 1.358 -3.569 0.000
C -2.396 -1.228 -2.440 0.001
C -3.282 1.032 -2.991 0.000
N -2.894 0.065 -1.962 0.000
H -2.226 -1.907 -1.594 -0.001
C -2.895 0.392 -0.665 0.001
O -2.491 -0.354 0.257 0.002
H -3.732 1.905 -2.500 0.000
H -3.273 1.424 -0.477 0.000
H -3.131 -1.663 -3.133 0.000
H -4.003 0.579 -3.686 0.000
O 0.223 0.432 -1.327 -0.003
C 1.152 1.036 -2.136 0.000
C -0.206 3.198 -1.929 0.000
C 1.031 2.557 -2.038 0.000
H -1.110 2.594 -1.838 0.000
C -0.266 4.599 -1.923 0.000
H 2.183 0.745 -1.818 0.000
C 2.213 3.297 -2.069 0.000
H -1.235 5.093 -1.892 0.000
C 0.921 5.336 -1.988 0.000
C 2.155 4.688 -2.057 0.000
H 3.155 2.752 -2.125 0.000
H 0.876 6.425 -2.026 0.000
H 3.087 5.256 -2.126 0.000
Si 0.363 -6.943 -0.290 0.000
Cl 0.570 -6.189 -2.225 0.000
C -1.478 -6.893 0.053 0.000
C 1.600 -5.939 0.694 0.000
C 0.817 -8.788 -0.075 0.000
H -1.880 -5.918 -0.233 0.000
H -1.688 -7.066 1.113 0.000
H -2.009 -7.666 -0.518 0.000
H 0.158 -9.493 -0.610 0.000
H 0.730 -9.029 1.000 0.000
H 1.853 -9.019 -0.370 0.000
H 1.415 -4.886 0.475 0.000
H 2.623 -6.185 0.388 0.000
H 1.526 -6.102 1.773 0.000
S -0.556 -1.884 3.280 -0.003
C -0.054 -0.688 4.398 0.000
N -0.466 0.582 4.269 0.000
C -0.374 1.580 5.332 0.000
C 0.873 1.352 6.160 0.000
C 0.971 -0.089 6.595 0.000
N 0.704 -0.992 5.476 -0.001
H -1.052 0.772 3.461 0.000
H -1.268 1.510 5.974 0.000
H -0.371 2.568 4.861 0.000
H 0.853 2.015 7.031 0.000
H 1.757 1.612 5.577 0.000
H 0.246 -0.294 7.399 0.000
H 1.971 -0.315 6.983 0.000
H 0.964 -1.966 5.545 0.000
```

## Properties
* net charge: 0
* gap between HOMO and LUMO (spin up / spin down): 8.320 / 8.326 eV
* 2S+1: 3

[3]
# C9H16N4O5

A structure of composition C9H16N4O5 at a distorted geometry (ωB97M-V with the def2-TZVPD basis set, OMol25).

The geometry in XYZ format:
```
34
Properties=species:S:1:pos:R:3:nbo_charge:R:1
C 1.082 0.168 1.141 -0.200
C -0.008 1.139 1.381 0.654
C 1.359 -0.556 2.441 -0.498
C 1.960 -2.022 2.155 0.733
C -1.697 -0.192 0.020 -0.172
C -1.564 -1.414 0.962 0.783
C -1.196 -0.200 -1.393 -0.444
C -1.330 1.335 -1.918 -0.505
C -0.722 1.345 -3.460 0.645
H 2.393 1.173 -0.087 0.372
H 2.361 1.628 1.563 0.399
H 0.681 -0.545 0.328 0.240
H 2.073 0.198 3.184 0.250
H 0.447 -0.952 2.917 0.236
H 3.548 -1.011 1.089 0.461
H 3.723 -2.733 1.470 0.382
H -1.839 1.696 1.193 0.429
H -2.826 0.056 -0.042 0.243
H -0.123 -0.726 -1.397 0.243
H -1.837 -0.898 -2.115 0.234
H -2.614 1.678 -1.764 0.246
H -0.483 2.064 -1.286 0.279
H -3.003 1.155 -4.256 0.395
H -1.713 1.870 -5.607 0.432
H -0.284 -2.783 1.415 0.544
N 2.427 0.821 0.897 -0.847
N 3.282 -1.917 1.745 -0.843
N -1.218 0.953 0.829 -0.605
N -1.779 1.735 -4.366 -0.873
O 0.235 2.140 2.105 -0.653
O 1.104 -2.918 2.216 -0.664
O -2.449 -1.602 1.841 -0.586
O 0.554 1.523 -3.789 -0.603
O -0.545 -2.208 0.588 -0.704
```

## Properties
* net charge: 0
* gap between HOMO and LUMO: 9.845 eV

[4]
# C3H43ClFO20PS

A cluster of 19 separate species, C3H43ClFO20PS in total at a distorted geometry (ωB97M-V with the def2-TZVPD basis set, OMol25).

The geometry in XYZ format:
```
70
Properties=species:S:1:pos:R:3:nbo_charge:R:1
C -0.149 2.977 0.263 -0.656
C -1.100 1.806 0.278 -0.157
Cl -0.750 0.775 -1.159 -0.105
C -1.008 0.888 1.513 -0.757
P 0.671 0.774 2.216 0.353
S 1.578 -0.941 1.257 2.136
O 2.435 -1.560 2.221 -0.944
O 0.661 -1.836 0.624 -0.949
F 2.470 -0.301 0.150 -0.479
H -0.344 3.563 -0.626 0.271
H 0.894 2.689 0.237 0.215
H -0.322 3.639 1.111 0.229
H -2.108 2.199 0.225 0.232
H -1.344 -0.102 1.211 0.268
H -1.712 1.218 2.272 0.300
H 0.508 0.312 3.532 0.036
O 2.466 4.063 2.063 -0.986
H 2.955 4.868 2.285 0.482
H 3.166 3.431 1.852 0.496
O 4.415 -2.300 -1.672 -0.952
H 3.999 -3.010 -2.183 0.490
H 3.677 -1.805 -1.310 0.456
O -0.836 -3.960 -1.310 -0.976
H -1.518 -4.196 -0.670 0.495
H -0.255 -3.387 -0.797 0.485
O -1.411 -1.551 -3.225 -0.960
H -1.475 -2.377 -2.723 0.492
H -0.671 -1.094 -2.815 0.469
O -0.430 -5.906 0.823 -0.945
H 0.030 -6.044 -0.011 0.475
H 0.240 -5.539 1.407 0.469
O -3.927 1.425 2.860 -0.962
H -4.546 0.770 3.205 0.495
H -4.198 2.246 3.280 0.471
O 0.449 6.385 1.954 -0.958
H 0.934 7.190 2.157 0.472
H 1.146 5.753 1.748 0.483
O -0.926 -4.112 3.691 -0.936
H -0.190 -3.891 3.114 0.463
H -1.652 -4.313 3.093 0.474
O -1.507 -2.638 -6.068 -0.954
H -1.165 -2.507 -5.172 0.489
H -0.765 -2.988 -6.569 0.458
O -3.809 -3.129 -1.399 -0.966
H -3.413 -3.585 -2.153 0.484
H -4.010 -2.255 -1.747 0.478
O 0.437 3.486 -2.575 -0.965
H 1.121 2.816 -2.657 0.466
H 0.452 3.943 -3.430 0.496
O 2.906 -4.737 -2.558 -0.952
H 2.039 -4.354 -2.384 0.477
H 2.810 -5.665 -2.325 0.480
O -6.705 0.251 3.091 -0.953
H -7.093 -0.464 2.578 0.480
H -7.457 0.715 3.469 0.477
O -0.272 4.344 -5.226 -0.954
H 0.052 4.530 -6.111 0.480
H -1.051 3.793 -5.355 0.483
O 2.808 7.058 3.366 -0.961
H 2.128 6.833 4.011 0.483
H 3.446 7.588 3.853 0.480
O -3.219 -5.028 -3.592 -0.949
H -3.448 -5.585 -4.341 0.484
H -3.303 -5.613 -2.832 0.470
O 5.004 -0.333 2.008 -0.963
H 5.315 -0.188 1.107 0.476
H 4.279 -0.967 1.920 0.493
O 4.409 2.312 3.006 -0.973
H 4.651 1.480 2.563 0.499
H 3.538 2.139 3.379 0.470
```

## Properties
* net charge: 0
* gap between HOMO and LUMO: 9.955 eV

[5]
# C18H40F16N10O32S16

A cluster of 10 separate species, C18H40F16N10O32S16 in total at a distorted geometry (ωB97M-V with the def2-TZVPD basis set, OMol25).

The geometry in XYZ format:
```
132
Properties=species:S:1:pos:R:3:mulliken_charge:R:1
C 1.452 -3.089 -2.195 -1.334
C 0.416 -2.147 -1.555 -0.211
C -0.168 -1.267 -2.644 -0.353
N -1.501 -0.580 -2.296 1.154
C -1.928 0.309 -3.478 -0.826
C -1.418 1.743 -3.532 -0.447
C -1.473 2.417 -2.166 -0.522
C -0.829 1.530 -1.101 -0.589
C -1.493 0.145 -0.983 -0.784
C -2.545 -1.657 -2.263 -1.400
H 1.098 -3.674 -3.039 0.022
H 2.013 -3.686 -1.479 0.420
H 2.252 -2.437 -2.571 0.464
H 0.884 -1.603 -0.732 0.294
H -0.318 -2.822 -1.108 0.220
H -0.504 -1.969 -3.404 -0.049
H 0.545 -0.505 -2.948 0.665
H -1.829 -0.321 -4.356 0.778
H -2.973 0.466 -3.192 0.232
H -0.413 1.699 -3.966 -0.474
H -1.934 2.449 -4.185 0.718
H -1.395 3.497 -2.274 0.459
H -2.525 2.365 -1.828 -0.042
H 0.216 1.391 -1.415 0.514
H -0.825 2.019 -0.127 0.118
H -1.044 -0.362 -0.134 0.332
H -2.545 0.317 -0.742 0.299
H -3.509 -1.244 -1.991 0.369
H -2.207 -2.335 -1.479 0.556
H -2.519 -2.287 -3.149 0.383
C 1.086 3.093 2.856 -1.799
C -0.035 3.275 3.892 0.846
C 0.508 3.106 5.294 -0.532
N -0.432 2.446 6.294 0.681
C -0.996 1.104 5.834 0.070
C 0.127 0.072 5.807 -0.185
C 1.005 -0.039 7.056 -0.865
C 1.368 1.315 7.604 -0.693
C 0.201 2.253 7.621 -0.710
C -1.622 3.339 6.494 -0.999
H 1.501 2.074 2.905 0.302
H 1.944 3.680 3.197 0.391
H 0.787 3.252 1.825 0.417
H -0.952 2.735 3.638 -0.544
H -0.491 4.269 3.808 0.421
H 0.713 4.091 5.721 0.257
H 1.422 2.519 5.334 0.303
H -1.399 1.266 4.835 -0.486
H -1.777 0.765 6.514 0.390
H 0.806 0.302 4.992 -0.470
H -0.236 -0.915 5.527 0.631
H 1.885 -0.625 6.794 0.434
H 0.447 -0.626 7.799 0.391
H 2.238 1.715 7.075 0.301
H 1.834 1.279 8.598 0.480
H 0.643 3.213 7.925 0.405
H -0.563 2.109 8.386 0.420
H -2.100 3.535 5.536 0.302
H -1.303 4.226 7.040 0.397
H -2.296 2.797 7.156 0.431
N 4.490 -0.999 4.510 -0.320
S 3.331 -0.317 3.602 1.228
O 2.199 -1.168 3.511 -0.581
O 3.681 0.471 2.494 -0.532
F 2.969 0.809 4.730 -0.241
S 5.593 -1.429 3.493 1.013
O 6.675 -0.524 3.275 -0.581
O 5.168 -2.183 2.360 -0.546
F 6.341 -2.542 4.410 -0.357
N -4.370 5.171 1.471 -0.656
S -4.329 4.305 2.868 1.062
O -3.102 4.189 3.587 -0.536
O -5.273 3.250 2.848 -0.579
F -5.206 5.362 3.736 -0.383
S -3.342 4.326 0.648 1.283
O -3.731 2.998 0.308 -0.395
O -1.954 4.559 0.911 -0.603
F -3.536 5.065 -0.773 -0.352
N 2.994 3.022 -6.362 -0.343
S 3.871 4.222 -5.839 1.108
O 4.454 4.038 -4.549 -0.579
O 3.443 5.537 -6.219 -0.640
F 5.157 4.007 -6.790 -0.316
S 1.868 2.863 -5.187 1.184
O 1.029 4.015 -5.048 -0.625
O 2.180 2.128 -4.011 -0.476
F 0.999 1.773 -5.954 -0.263
N -4.811 -0.433 2.757 -0.334
S -4.502 -1.693 1.883 0.847
O -4.472 -2.941 2.584 -0.648
O -3.589 -1.487 0.790 -0.250
F -5.895 -1.718 1.085 -0.307
S -3.326 -0.032 3.335 0.950
O -2.683 1.037 2.659 -0.230
O -2.502 -1.041 3.905 -0.545
F -3.908 0.778 4.614 -0.393
N 1.908 -3.240 -7.645 -0.547
S 1.790 -2.847 -6.153 1.174
O 2.587 -3.604 -5.238 -0.605
O 0.469 -2.552 -5.688 -0.442
F 2.545 -1.445 -6.208 -0.285
S 1.271 -4.749 -7.726 1.139
O -0.083 -4.871 -7.336 -0.518
O 2.196 -5.796 -7.475 -0.592
F 1.200 -4.739 -9.343 -0.339
N 9.716 -1.636 -0.797 -0.428
S 10.882 -2.207 0.032 1.145
O 11.075 -3.628 -0.111 -0.653
O 11.138 -1.688 1.343 -0.600
F 12.131 -1.636 -0.849 -0.335
S 8.436 -1.562 0.225 1.188
O 8.064 -0.210 0.451 -0.575
O 8.382 -2.488 1.291 -0.509
F 7.345 -2.069 -0.784 -0.239
N -1.127 -7.189 -3.036 -0.593
S -1.652 -5.676 -2.696 1.253
O -1.764 -4.850 -3.840 -0.482
O -1.237 -5.188 -1.427 -0.557
F -3.167 -6.133 -2.379 -0.349
S 0.373 -6.840 -3.399 1.054
O 1.350 -6.479 -2.423 -0.582
O 0.558 -6.232 -4.678 -0.348
F 0.736 -8.400 -3.782 -0.389
N -7.690 0.124 -3.419 -0.272
S -8.842 0.306 -4.479 1.044
O -8.879 -0.676 -5.523 -0.608
O -9.179 1.645 -4.851 -0.613
F -10.081 -0.100 -3.532 -0.307
S -6.314 0.239 -4.305 1.025
O -6.163 1.332 -5.206 -0.587
O -5.745 -1.027 -4.617 -0.545
F -5.431 0.712 -3.060 -0.136
```

## Properties
* net charge: -6
* gap between HOMO and LUMO: 5.676 eV

[6]
# C2H6N2O

An isolated molecule of C2H6N2O at a distorted geometry (ωB97M-V with the def2-TZVPD basis set, OMol25).

The geometry in XYZ format:
```
11
Properties=species:S:1:pos:R:3:nbo_charge:R:1
H -0.295 -1.846 -0.721 0.291
N -0.969 -0.887 -0.900 -0.654
C -0.219 0.079 -0.478 0.360
C -0.655 1.272 0.236 -0.649
N 1.052 -0.123 -0.206 -0.305
O 1.390 -1.572 -0.056 -0.549
H 0.086 1.861 -0.044 0.205
H -0.749 1.022 1.301 0.235
H -1.706 1.803 -0.019 0.241
H 1.468 0.447 0.607 0.379
H 0.596 -2.056 0.280 0.446
```

## Properties
* net charge: 0
* gap between HOMO and LUMO: 10.256 eV
* SMILES: [H]/N=C(/C)NO